Record 1
The following is a DFT calculation (ωB97M-V/def2-TZVPD) of a molecular structure, C21H20N5S12V.

Computed properties:
Orbital gap (alpha / beta) in eV: 6.416 / 6.853
ΔE to the lowest compared entry with this formula, charge and spin in kJ/mol: 73.4
⟨S²⟩: 3.767
HOMO level (alpha / beta) in eV: -4.3882 / -4.9421

Structure (ORCA input):
```
! RIJCOSX wB97M-V def2-TZVPD def2/J DEFGRID3
* xyz -1 4
V -0.31 0.28 0.27
S 0.20 2.45 -0.79
C -1.54 2.38 -0.77
C -2.41 3.46 -1.01
C -3.77 3.26 -0.94
C -4.28 1.99 -0.65
C -3.38 0.98 -0.41
N -2.05 1.16 -0.46
H -1.99 4.43 -1.21
H -4.45 4.09 -1.11
H -5.34 1.80 -0.60
H -3.71 -0.02 -0.18
N -1.19 -1.52 1.30
N -1.40 -2.69 0.52
C -0.56 -3.73 0.64
N -0.59 -4.55 -0.44
S 0.39 -4.01 2.00
H -0.53 -1.81 2.02
H -2.05 -1.28 1.78
H -1.67 -2.43 -0.43
H -0.83 -4.15 -1.33
H 0.11 -5.27 -0.43
C 3.71 2.03 3.63
S 2.00 2.63 3.60
C 1.16 1.23 4.24
C -0.02 0.77 3.76
S -1.02 1.39 2.45
S -0.66 -0.55 4.70
C 0.57 -0.74 5.87
S 0.57 -1.87 7.08
S 1.80 0.44 5.66
H 4.29 2.70 2.99
H 3.77 1.02 3.23
H 4.14 2.04 4.63
C -2.19 -2.35 -4.86
S -2.56 -0.67 -4.36
C -0.93 -0.03 -4.27
C -0.04 -0.23 -3.28
S -0.20 -1.21 -1.83
S 1.51 0.49 -3.57
C 1.25 1.15 -5.12
S 2.40 1.96 -6.00
S -0.36 0.89 -5.64
H -3.14 -2.89 -4.95
H -1.56 -2.83 -4.10
H -1.68 -2.37 -5.83
N 1.55 -0.23 0.71
C 2.68 -0.33 0.60
C 4.12 -0.41 0.43
C 4.87 -1.29 1.20
C 6.25 -1.31 1.06
C 6.86 -0.47 0.14
C 6.11 0.40 -0.63
C 4.73 0.44 -0.49
H 4.37 -1.94 1.90
H 6.83 -1.99 1.67
H 7.94 -0.49 0.04
H 6.59 1.05 -1.35
H 4.12 1.12 -1.08
*
```

---

Record 2
The following is a DFT calculation (ωB97M-V/def2-TZVPD) of a molecular structure, C21H20N6O3PdSSe.

Computed properties:
Orbital gap in eV: 5.617
ΔE to the lowest compared entry with this formula, charge and spin in kJ/mol: 0.0
HOMO level in eV: -0.9334

Structure (ORCA input):
```
! RIJCOSX wB97M-V def2-TZVPD def2/J DEFGRID3
* xyz -2 1
Pd 1.78 0.68 0.63
O 2.04 3.53 4.10
S 1.63 2.35 3.27
N 1.80 2.49 1.82
N -7.87 -0.14 3.08
C -6.79 -0.01 2.68
C -5.44 0.12 2.18
C -4.82 -0.90 1.50
C -3.50 -0.92 1.23
C -2.78 0.24 1.48
C -3.39 1.31 2.15
C -4.70 1.26 2.51
C -1.39 0.32 1.11
C -0.22 0.41 0.72
H -5.43 -1.79 1.36
H -3.04 -1.77 0.73
H -2.71 2.05 2.46
H -5.21 2.03 3.12
O -0.82 -2.85 0.63
C -0.54 -3.28 -0.74
N -0.52 -2.20 -1.65
C -1.17 -2.19 -2.85
O -1.78 -3.17 -3.34
C -1.39 -0.78 -3.40
C -1.09 0.38 -2.73
C -1.41 1.63 -3.27
C -1.86 1.64 -4.57
N -2.03 0.55 -5.37
C -1.83 -0.62 -4.72
H -0.17 -2.11 0.77
H -1.29 -4.06 -1.10
H 0.48 -3.69 -0.56
H 0.20 -1.57 -1.49
H -0.60 0.41 -1.69
H -1.21 2.48 -2.66
H -2.13 2.59 -5.07
H -2.11 -1.50 -5.33
C 4.18 2.51 -0.55
N 4.57 1.56 0.44
C 5.87 1.16 0.70
C 5.80 0.04 1.42
N 4.43 -0.31 1.53
C 3.87 -1.45 2.25
C 3.73 0.57 0.83
Se 2.44 -1.26 -0.80
H 3.13 2.85 -0.23
H 4.04 2.05 -1.52
H 5.01 3.31 -0.62
H 6.65 1.78 0.40
H 6.45 -0.54 2.06
H 4.06 -2.39 1.66
H 2.82 -1.33 2.20
H 4.26 -1.47 3.22
*
```

---

Record 3
The following is a DFT calculation (ωB97M-V/def2-TZVPD) of a molecular structure, C21H21AsF6NO2PtTe.

Computed properties:
Orbital gap (alpha / beta) in eV: 7.684 / 3.975
ΔE to the lowest compared entry with this formula, charge and spin in kJ/mol: 12.0
⟨S²⟩: 8.791
HOMO level (alpha / beta) in eV: -14.1812 / -14.2291

Structure (ORCA input):
```
! RIJCOSX wB97M-V def2-TZVPD def2/J DEFGRID3
* xyz 2 6
Pt 1.88 0.14 0.26
F 1.85 2.37 0.10
As 0.67 3.73 -0.20
F 1.17 3.73 -1.83
F -0.50 2.47 -0.61
F -0.52 4.91 -0.42
F 0.16 3.45 1.46
F 1.86 4.80 0.32
C 4.35 -0.29 2.40
C 4.22 -1.37 1.39
C 5.04 -2.52 1.21
C 4.57 -3.19 0.13
C 3.45 -2.46 -0.37
C 2.59 -2.79 -1.52
N 3.26 -1.35 0.42
H 4.50 -0.71 3.40
H 3.47 0.36 2.42
H 5.23 0.32 2.18
H 5.89 -2.78 1.83
H 4.95 -4.10 -0.30
H 3.09 -3.50 -2.18
H 2.32 -1.89 -2.08
H 1.66 -3.25 -1.17
C -1.23 -1.24 2.07
Te -0.50 0.66 1.42
C -2.62 1.07 1.32
C -3.15 0.28 2.47
C -4.24 0.73 3.21
C -4.69 -0.01 4.29
C -4.01 -1.16 4.67
C -2.89 -1.58 3.96
C -2.47 -0.87 2.86
H -0.51 -1.83 2.62
H -1.46 -1.72 1.12
H -2.83 0.65 0.33
H -2.82 2.13 1.35
H -4.76 1.64 2.92
H -5.55 0.32 4.86
H -4.35 -1.72 5.53
H -2.36 -2.47 4.27
O -1.07 -0.28 -0.94
C -0.26 0.03 -1.82
O 1.00 0.13 -1.70
C -0.77 0.39 -3.19
C 0.01 1.19 -4.04
C -0.46 1.55 -5.37
C -1.68 1.13 -5.80
C -2.47 0.35 -4.94
C -2.01 0.00 -3.61
H 0.95 1.57 -3.68
H 0.18 2.14 -6.01
H -2.04 1.39 -6.79
H -3.43 -0.01 -5.28
H -2.65 -0.55 -2.94
*
```

---

Record 4
The following is a DFT calculation (ωB97M-V/def2-TZVPD) of 2 unconnected molecules or ions with the total composition C21H21BCl3NO2.

Computed properties:
Orbital gap in eV: 6.035
HOMO level in eV: -8.2379

Structure (ORCA input):
```
! RIJCOSX wB97M-V def2-TZVPD def2/J DEFGRID3
* xyz 0 1
Cl 2.16 -0.07 1.10
B 0.91 0.75 2.15
Cl 1.76 2.13 3.19
Cl -0.32 1.57 1.07
O 0.37 -0.25 3.15
C -0.76 -0.17 3.78
C -1.99 -0.06 3.05
C -2.69 1.17 3.01
C -3.79 1.33 2.19
C -4.23 0.27 1.40
C -3.52 -0.94 1.37
C -2.38 -1.09 2.15
H -0.74 -0.26 4.87
H -2.25 2.01 3.53
H -4.33 2.28 2.16
H -5.09 0.40 0.75
H -3.88 -1.75 0.74
H -1.73 -1.95 2.00
C 3.77 -1.01 4.35
C 2.96 -0.89 5.62
N 2.45 0.38 5.81
C 1.45 0.71 6.72
C 1.64 2.07 7.38
C 2.33 2.23 8.54
C 2.61 3.58 9.13
C 2.51 4.71 8.06
C 1.40 4.53 7.06
C 0.76 5.62 6.47
C -0.25 5.43 5.53
C -0.54 4.15 5.04
C 0.14 3.08 5.62
C 1.05 3.22 6.69
C 0.32 -0.06 6.87
O 2.75 -1.82 6.38
H 4.06 -0.05 3.91
H 4.66 -1.59 4.59
H 3.20 -1.57 3.60
H 2.59 1.05 5.05
H 2.61 1.37 9.15
H 1.92 3.81 9.97
H 3.62 3.60 9.57
H 2.42 5.71 8.51
H 3.50 4.68 7.57
H 1.05 6.62 6.77
H -0.76 6.27 5.09
H -1.22 3.97 4.19
H 0.01 2.11 5.18
H -0.44 0.28 7.57
H 0.29 -1.08 6.52
*
```

---

Record 5
The following is a DFT calculation (ωB97M-V/def2-TZVPD) of C21H21ClF3NO4S in the gas phase.

Computed properties:
SMILES string: O=C(c1cccc(C(F)(F)F)c1)N1CCC(O)(CS(=O)(=O)Cc2ccc(Cl)cc2)CC1
Orbital gap in eV: 9.669
HOMO level in eV: -9.3162

Structure (ORCA input):
```
! RIJCOSX wB97M-V def2-TZVPD def2/J DEFGRID3
* xyz 0 1
O -2.82 -2.43 1.97
C -2.79 -1.60 1.09
N -1.75 -1.46 0.24
C -1.50 -0.33 -0.62
H -2.41 0.26 -0.74
C -0.39 0.54 -0.03
H -0.19 1.39 -0.69
H -0.70 0.94 0.94
C 0.89 -0.29 0.15
O 1.37 -0.77 -1.08
H 1.61 0.00 -1.63
C 1.98 0.56 0.83
H 1.69 0.89 1.82
H 2.91 0.00 0.86
S 2.31 2.07 -0.14
O 1.53 3.15 0.41
O 2.13 1.79 -1.54
C 4.09 2.46 0.15
C 4.90 1.26 -0.20
C 5.01 0.86 -1.53
C 5.71 -0.28 -1.86
C 6.32 -1.03 -0.86
C 6.22 -0.65 0.47
C 5.51 0.49 0.79
H 5.43 0.80 1.83
H 6.69 -1.24 1.24
Cl 7.20 -2.46 -1.27
H 5.79 -0.59 -2.89
H 4.53 1.44 -2.30
H 4.28 3.31 -0.50
H 4.17 2.75 1.19
C 0.57 -1.52 1.02
H 1.46 -2.16 1.07
C -0.58 -2.31 0.41
H -0.86 -3.14 1.05
H -0.28 -2.68 -0.58
H 0.30 -1.19 2.02
H -1.19 -0.70 -1.60
C -3.96 -0.69 0.86
C -4.69 -0.76 -0.32
C -5.82 0.02 -0.48
C -6.25 0.87 0.54
C -5.53 0.92 1.72
C -4.40 0.14 1.88
H -3.84 0.17 2.81
H -5.86 1.57 2.51
H -7.13 1.47 0.40
C -6.62 -0.08 -1.75
F -7.50 -1.10 -1.72
F -7.33 1.03 -2.02
F -5.84 -0.30 -2.83
H -4.38 -1.43 -1.12
*
```

---

Record 6
The following is a DFT calculation (ωB97M-V/def2-TZVPD) of C21H21ClO5S in the gas phase.

Computed properties:
SMILES string: CCCCCCc1cc2cc(S(=O)(=O)c3ccc(Cl)cc3)c(=O)oc2cc1O
Orbital gap in eV: 8.341
ΔE to the lowest compared entry with this formula, charge and spin in kJ/mol: 4.3
HOMO level in eV: -8.8732

Structure (ORCA input):
```
! RIJCOSX wB97M-V def2-TZVPD def2/J DEFGRID3
* xyz 0 1
C -3.06 -7.35 -3.18
C -3.15 -6.73 -1.79
C -1.83 -6.75 -1.03
C -0.79 -5.80 -1.62
C 0.54 -5.81 -0.86
H 1.27 -5.23 -1.43
H 0.91 -6.83 -0.79
C 0.45 -5.23 0.56
C -0.04 -3.81 0.54
C 0.75 -2.79 0.06
C 0.30 -1.46 0.00
C -0.99 -1.17 0.47
C -1.79 -2.18 0.97
C -1.33 -3.49 1.01
O -2.10 -4.48 1.51
H -2.95 -4.14 1.79
H -2.78 -1.93 1.33
O -1.49 0.09 0.46
C -0.77 1.16 -0.01
O -1.27 2.25 0.04
C 0.55 0.87 -0.52
C 1.07 -0.38 -0.51
H 2.07 -0.53 -0.89
S 1.47 2.23 -1.25
O 0.87 2.54 -2.52
O 2.85 1.81 -1.26
C 1.28 3.60 -0.12
C 1.95 3.56 1.08
C 1.79 4.60 1.99
C 0.96 5.66 1.65
C 0.29 5.70 0.44
C 0.45 4.66 -0.46
H -0.05 4.64 -1.41
H -0.35 6.53 0.20
Cl 0.76 6.95 2.77
H 2.31 4.59 2.93
H 2.59 2.72 1.30
H 1.75 -3.01 -0.30
H -0.22 -5.83 1.17
H 1.45 -5.26 1.00
H -0.58 -6.09 -2.65
H -1.19 -4.79 -1.64
H -1.43 -7.77 -1.02
H -2.02 -6.46 0.01
H -3.89 -7.29 -1.21
H -3.51 -5.70 -1.87
H -4.04 -7.38 -3.64
H -2.67 -8.36 -3.12
H -2.41 -6.76 -3.82
*
```

---

Record 7
The following is a DFT calculation (ωB97M-V/def2-TZVPD) of 3 unconnected molecules or ions with the total composition C21H21F17N2O6S.

Computed properties:
SMILES string: C[C@@H](CN(OC#N)S(=O)(=O)F)OCc1ccccc1.FC(F)C(F)(F)COC(F)(F)C(F)F.FC(F)C(F)(F)COC(F)(F)C(F)F
Orbital gap in eV: 9.703
HOMO level in eV: -9.2714

Structure (ORCA input):
```
! RIJCOSX wB97M-V def2-TZVPD def2/J DEFGRID3
* xyz 0 1
C 2.17 -5.27 2.85
C 2.39 -3.94 2.18
C 3.87 -3.82 1.95
N 4.30 -2.45 1.66
O 5.53 -2.56 0.89
C 5.53 -1.73 -0.07
N 5.69 -0.97 -0.92
S 4.71 -1.59 3.08
O 5.97 -0.98 2.90
O 4.42 -2.38 4.22
F 3.65 -0.52 2.98
O 1.75 -3.89 0.92
C 0.35 -3.78 1.10
C -0.19 -2.42 1.48
C 0.46 -1.26 1.17
C -0.06 -0.07 1.56
C -1.22 -0.02 2.25
C -1.88 -1.18 2.52
C -1.37 -2.37 2.14
H 2.84 -5.36 3.69
H 1.16 -5.38 3.20
H 2.41 -6.05 2.15
H 2.04 -3.14 2.82
H 4.43 -4.28 2.74
H 4.08 -4.37 1.05
H -0.13 -4.12 0.20
H 0.04 -4.46 1.88
H 1.38 -1.32 0.64
H 0.47 0.82 1.29
H -1.63 0.90 2.57
H -2.80 -1.14 3.06
H -1.91 -3.27 2.36
C 1.40 1.07 -3.30
C 0.61 -0.11 -2.71
C 0.93 -1.52 -3.19
F 0.73 -1.66 -4.51
F 0.11 -2.39 -2.54
F -0.71 0.14 -2.83
F 0.88 -0.14 -1.36
O 0.79 1.81 -4.35
C 0.88 1.46 -5.66
C -0.49 1.10 -6.24
F -1.07 0.11 -5.54
F -0.32 0.68 -7.52
F 1.78 0.48 -5.87
F 1.30 2.54 -6.34
H 1.47 1.78 -2.49
H 2.42 0.79 -3.54
H 1.97 -1.78 -2.95
H -1.14 1.97 -6.23
C -3.37 4.96 1.92
C -2.51 3.73 1.59
C -1.86 3.65 0.20
F -2.78 3.67 -0.79
F -1.18 2.49 0.11
F -3.22 2.61 1.83
F -1.47 3.75 2.47
O -4.77 4.86 1.80
C -5.43 5.08 0.63
C -6.13 3.81 0.13
F -5.25 2.81 -0.02
F -6.70 4.08 -1.07
F -4.64 5.62 -0.32
F -6.42 5.97 0.88
H -3.21 5.11 2.99
H -2.98 5.86 1.43
H -1.17 4.49 0.06
H -6.90 3.50 0.84
*
```

---

Record 8
The following is a DFT calculation (ωB97M-V/def2-TZVPD) of 5 unconnected molecules or ions with the total composition C21H21F4N2O16PS.

Computed properties:
SMILES string: OOCc1cc(P(O)(O)=S)c2nccnc2c1.O=C1OC[C@@H](F)O1.O=C1OC[C@@H](F)O1.O=C1OC[C@@H](F)O1.O=C1OC[C@@H](F)O1
Orbital gap in eV: 7.324
ΔE to the lowest compared entry with this formula, charge and spin in kJ/mol: 648.1
HOMO level in eV: -8.9110

Structure (ORCA input):
```
! RIJCOSX wB97M-V def2-TZVPD def2/J DEFGRID3
* xyz 0 1
O 2.00 -3.41 0.57
O 1.57 -2.13 0.32
C 0.98 -1.68 1.56
C 0.08 -0.37 1.43
C -1.35 -0.40 0.76
C -2.19 0.91 0.70
P -3.93 0.77 -0.07
O -4.42 -0.88 -0.21
O -5.08 1.52 0.99
S -4.06 1.58 -1.83
C -1.65 2.29 1.28
N -2.53 3.42 1.17
C -1.95 4.58 1.77
C -0.53 4.61 2.40
N 0.36 3.50 2.51
C -0.25 2.33 1.94
C 0.58 0.99 2.00
H 2.23 -3.51 1.53
H 0.27 -2.52 1.92
H 1.78 -1.50 2.38
H -1.75 -1.38 0.33
H -3.99 -1.35 0.54
H -4.85 1.25 1.91
H -2.56 5.54 1.76
H -0.17 5.61 2.84
H 1.62 0.97 2.50
C 2.01 -7.49 3.76
C 3.43 -7.07 3.64
O 3.34 -5.78 3.07
C 2.15 -5.28 3.49
O 1.84 -4.12 3.43
O 1.34 -6.26 3.99
F 4.11 -7.87 2.79
H 1.62 -7.95 2.85
H 1.85 -8.18 4.59
H 3.97 -7.01 4.60
C 4.14 -0.08 0.01
C 5.60 -0.38 -0.05
O 6.14 0.49 0.93
C 5.16 0.66 1.85
O 5.33 1.11 2.95
O 3.95 0.25 1.38
F 6.12 -0.05 -1.25
H 3.86 0.77 -0.62
H 3.53 -0.94 -0.27
H 5.86 -1.41 0.20
C -7.18 0.78 -3.65
C -7.76 2.11 -4.01
O -9.03 1.78 -4.54
C -9.40 0.64 -3.90
O -10.52 0.21 -3.89
O -8.34 0.04 -3.28
F -7.03 2.71 -4.98
H -6.69 0.29 -4.49
H -6.48 0.85 -2.81
H -7.88 2.80 -3.17
C 4.16 3.09 -4.21
C 3.03 2.55 -3.38
O 2.80 3.57 -2.44
C 3.16 4.73 -3.07
O 2.86 5.82 -2.69
O 3.91 4.49 -4.18
F 3.41 1.43 -2.72
H 5.14 2.88 -3.76
H 4.15 2.71 -5.23
H 2.12 2.35 -3.95
*
```

---

> What is the formula in the fifth record?

C21H21ClF3NO4S

---

> What is the formula in the seventh record?

C21H21F17N2O6S